1.
10
Properties=species:S:1:pos:R:3:forces:R:3:lowdin_charge:R:1 method="wB97M-V/def2-TZVPD" largest_force_ev_per_a=4.6 total_charge=0 smiles=C[C@]1(Br)CS1 relative_energy_kcal_mol=17.8 homo_energy_ha=-0.3263 lumo_ev=0.7
C -0.8618 0.2337 -0.6583 2.02 0.82 4.03 -0.1409
C 0.6778 0.1922 -0.6784 0.69 1.95 0.20 -1.1053
Br 1.5280 -0.7908 -2.0471 -0.12 -0.42 -0.61 0.7181
C 1.5731 0.4306 0.4836 0.84 0.47 -0.56 -0.4993
S 1.3430 1.9928 -0.4655 -0.11 -1.33 0.05 0.7139
H -1.2838 -0.5721 -0.1193 -0.26 -1.53 0.21 0.0626
H -1.2680 0.2964 -1.5861 -1.04 0.40 -2.71 0.0356
H -1.1511 1.0803 0.0192 0.26 -0.37 -1.06 0.0872
H 1.1690 0.3570 1.4367 -1.32 0.32 1.64 0.0437
H 2.6450 0.1559 0.6273 -0.97 -0.31 -1.19 0.0844


2.
10
Properties=species:S:1:pos:R:3:forces:R:3:lowdin_charge:R:1 method="wB97M-V/def2-TZVPD" largest_force_ev_per_a=6.0 total_charge=0 smiles="C/C(S)=C/Br" relative_energy_kcal_mol=43.3 homo_energy_ha=-0.3372 lumo_ev=0.2
C -1.1810 -0.3440 -0.2181 -1.45 0.47 -3.24 -0.2018
C 0.2161 0.1669 -0.0031 0.64 -2.02 0.79 -0.7486
S 0.0961 1.9382 0.4132 0.02 0.94 -0.64 0.7065
C 1.1427 -0.7961 -0.2963 1.53 5.37 2.15 -0.5228
Br 3.0782 -0.5084 0.0022 -1.55 -0.29 -0.39 0.5723
H -1.6029 0.3900 -1.0480 0.33 -1.34 1.71 0.1002
H -1.8568 -0.2675 0.6629 0.59 -0.33 -0.65 0.0784
H -1.1836 -1.3578 -0.8205 -0.10 1.74 1.72 0.1113
H 0.4613 2.5413 1.6376 0.37 -1.94 -0.79 -0.1042
H 0.8300 -1.7627 -0.3298 -0.40 -2.61 -0.66 0.0087


3.
13
Properties=species:S:1:pos:R:3:forces:R:3:mulliken_spin:R:1 method="wB97M-V/def2-TZVPD" largest_force_ev_per_a=4.4 total_charge=+3 relative_energy_kcal_mol=45.6 homo_energy_ha="-0.8585 / -0.8584" lumo_ev="-16.8 / -17.3" multiplicity=2
H 0.2110 -0.1369 0.9341 0.51 -0.15 -0.40 0.2385
O 1.0295 0.7311 0.0080 -1.36 1.93 0.47 0.1307
C 1.2898 -0.5239 -0.6155 -1.33 -2.80 1.90 0.0295
C 0.6754 -1.4088 0.5449 2.91 -0.03 -3.26 0.4702
C -3.3138 0.9942 0.0948 -3.46 -0.07 1.18 0.0006
O -2.2338 1.0835 -0.3345 2.30 0.16 -0.74 0.0011
O -4.3770 0.9200 0.5222 1.46 0.02 -0.56 0.0011
Cd 2.5199 1.8832 0.7130 1.16 0.89 0.62 0.0088
Li -0.6026 1.7095 -1.1869 -0.87 0.03 -0.14 -0.0006
H 2.3587 -0.7628 -0.6816 -0.28 -0.15 -0.68 0.0311
H 0.6512 -0.6620 -1.4972 0.78 0.23 -0.33 0.0141
H 1.3811 -1.4467 1.3784 -0.59 -0.01 1.02 0.0586
H 0.4104 -2.3804 0.1204 -1.23 -0.03 0.91 0.0164


4.
11
Properties=species:S:1:pos:R:3:forces:R:3:lowdin_charge:R:1 method="wB97M-V/def2-TZVPD" largest_force_ev_per_a=4.0 total_charge=0 smiles=FC[C@@H](Cl)CCl relative_energy_kcal_mol=25.5 homo_energy_ha=-0.4048 lumo_ev=0.8
F -2.3183 -0.0515 -0.5648 0.06 0.12 1.04 -0.0531
C -1.1620 -0.3185 0.2062 -2.77 0.82 0.33 -0.2363
C -0.0956 0.4519 -0.3185 2.04 1.44 -0.11 -0.7909
Cl -0.2019 2.2253 -0.0624 0.08 -0.45 0.57 0.6457
C 1.1070 -0.2447 0.1522 1.72 0.77 0.24 -0.6420
Cl 2.6606 0.4328 -0.3230 0.32 0.57 0.15 0.5997
H -1.1633 0.1141 1.2346 -1.35 -1.37 -0.10 0.1452
H -0.9978 -1.3601 -0.0047 0.19 -0.57 0.89 0.1387
H -0.0772 0.3960 -1.3172 -0.14 -0.17 -3.95 0.0632
H 1.2138 -1.2274 -0.1790 -0.60 -1.59 -1.28 0.0593
H 1.0347 -0.4180 1.1764 0.45 0.42 2.22 0.0706


5.
11
Properties=species:S:1:pos:R:3:forces:R:3:lowdin_charge:R:1 method="wB97M-V/def2-TZVPD" largest_force_ev_per_a=1.7 total_charge=0 smiles=CC(Cl)(Cl)CF relative_energy_kcal_mol=0.1 homo_energy_ha=-0.4010 lumo_ev=0.8
C 0.0537 -0.1786 1.6894 0.78 -0.32 1.13 -0.1948
C 0.0631 -0.1261 0.1942 0.96 0.70 -0.13 -1.2333
Cl 1.7328 -0.4594 -0.3621 0.18 -0.30 -0.12 0.6204
Cl -0.2961 1.5624 -0.2517 -0.30 0.14 -0.36 0.6359
C -0.8307 -1.0954 -0.5454 0.24 -0.68 1.58 -0.2921
F -2.1219 -0.7350 -0.2385 -0.47 -0.12 -0.40 -0.0522
H 0.3233 -1.1910 2.0432 -0.18 0.36 -0.21 0.0896
H 0.8320 0.5187 2.0928 -0.80 -0.53 -0.39 0.0896
H -0.9210 0.0884 2.0892 -0.07 0.05 -0.05 0.0819
H -0.6152 -1.0473 -1.6100 -0.32 -0.19 -0.04 0.1105
H -0.6633 -2.1063 -0.0618 -0.02 0.88 -1.00 0.1446


6.
13
Properties=species:S:1:pos:R:3:forces:R:3:lowdin_charge:R:1 method="wB97M-V/def2-TZVPD" largest_force_ev_per_a=3.6 total_charge=0 relative_energy_kcal_mol=35.0 homo_energy_ha="-0.2929 / -0.2929" lumo_ev="-0.7 / -0.7"
C -0.5309 1.5446 0.3878 -0.14 -1.86 2.18 -0.5904
C 2.5358 -0.9649 0.0889 -2.10 -1.47 0.92 -1.1462
C -1.7091 -0.1999 -0.7484 1.99 -2.95 -0.26 -0.1165
N -1.0678 0.3354 0.4693 0.79 2.40 -2.13 -0.7161
S 1.5454 -1.9492 0.9381 1.33 0.45 -1.34 0.5485
S -0.8738 -0.7870 1.6347 -0.31 -0.43 1.74 0.5454
Cl 0.3509 2.1897 1.6981 -0.10 -0.26 -0.06 0.6693
Cl 2.6161 -0.7707 -1.6252 0.03 -0.11 -0.09 0.5189
H -0.6859 2.2747 -0.3437 -0.55 0.29 -1.45 0.0641
H 3.0352 -0.2245 0.6355 1.13 1.04 0.29 -0.0315
H -0.9593 -0.9567 -1.1673 -0.45 1.07 0.55 0.1002
H -2.4223 -0.9516 -0.3823 -0.74 1.11 -0.50 0.0704
H -1.8344 0.4599 -1.5854 -0.88 0.72 0.16 0.0838


7.
14
Properties=species:S:1:pos:R:3:forces:R:3:lowdin_charge:R:1 method="wB97M-V/def2-TZVPD" largest_force_ev_per_a=4.6 total_charge=+1 relative_energy_kcal_mol=50.0 homo_energy_ha=-0.5349 lumo_ev=-5.5
C 0.7023 -1.5761 1.0768 -0.65 -0.74 -2.92 -0.0586
C -0.6252 -0.9812 1.3649 2.10 2.61 3.16 -0.1866
C 0.6457 -0.6947 -1.0870 0.14 -0.84 1.85 -0.8023
N 1.0944 -1.5900 -0.1388 0.24 0.76 -0.87 0.1294
N 0.3927 0.4946 -0.6103 -2.99 1.20 0.96 0.0789
N -0.3911 0.4125 1.0198 0.61 2.10 -2.69 -0.4271
Cl 0.6487 -1.1088 -2.7228 -0.03 0.19 0.38 0.8532
Cl -0.5357 2.8020 -2.2669 -0.33 1.03 -0.67 0.4495
Cl 0.5868 1.2860 2.1026 0.24 -0.17 -0.15 0.7209
H 1.4093 -1.9358 1.7359 0.97 -0.90 1.94 0.1203
H -1.3710 -1.1631 0.6784 -1.94 -1.66 -0.93 0.1106
H -0.8482 -0.8563 2.4963 -0.15 -0.94 -1.98 0.1709
H -0.1823 1.2782 -1.1989 1.48 -2.12 1.70 -0.0194
H -1.5263 3.6327 -2.4500 0.31 -0.50 0.22 -0.1396


8.
15
Properties=species:S:1:pos:R:3:forces:R:3:lowdin_charge:R:1 method="wB97M-V/def2-TZVPD" largest_force_ev_per_a=4.5 total_charge=0 relative_energy_kcal_mol=61.5 homo_energy_ha=-0.3597 lumo_ev=-0.6
C -0.4004 2.0863 1.5858 -0.76 0.59 0.73 -1.3137
C -0.9540 -1.8203 -0.2941 1.11 -3.83 -0.08 -0.0765
C 0.5430 -1.5737 -0.7078 -2.08 0.74 0.21 -0.4193
N -0.4294 1.9320 0.3590 0.23 -0.21 -1.08 -0.1705
O 2.1016 2.3020 -0.2595 -0.20 -0.65 0.00 -0.3144
O 1.0534 -0.6589 0.1917 1.20 4.30 0.09 -0.3045
P 0.9332 1.4379 -0.4171 0.87 -3.52 1.19 0.2870
Cl -1.6775 2.9922 2.2640 -0.27 0.05 0.65 0.7022
Cl 0.7893 1.5353 2.6360 0.40 -0.17 0.71 0.7650
Cl 0.2809 1.1292 -2.2056 -0.27 0.14 -1.45 0.5364
H -1.2476 -1.0096 0.3512 -0.25 -0.19 0.52 0.0457
H -1.6069 -1.8776 -1.1474 -0.27 0.34 -0.57 0.0421
H -1.0605 -2.9473 0.1175 0.10 2.82 -0.11 0.1131
H 0.4799 -1.0913 -1.6557 0.23 -0.17 -1.13 -0.0044
H 1.1950 -2.4362 -0.8179 -0.04 -0.23 0.33 0.1117